Formula: C5H8NO
Source: the Open Molecules 2025 dataset
Level of theory: ωB97M-V/def2-TZVPD

For the molar mass, the calculation gives 98.1 g/mol. The relative energy (zero: lowest compared OMol25 entry of this formula, charge and spin) is 82.6 kcal per mole. As for the total charge: +1. The total energy comes out at -8841.180 eV. The largest force on an atom is 6.54 eV Å⁻¹.

Cartesian coordinates (Å):
C  1.2638  1.5174  -1.4634
C  0.6606  0.5291  -1.0523
C  -1.1838  -0.9553  -1.1841
C  -0.6367  1.3546  1.5765
C  0.0116  -0.6273  -0.6832
N  0.6525  -1.3468  0.4108
O  -0.0798  0.4084  2.0586
H  1.8819  2.1782  -1.8738
H  -1.5984  -0.3206  -1.9078
H  -1.5789  -1.8905  -0.8155
H  -1.1796  1.9415  2.2597
H  -0.3625  1.5829  0.5242
H  1.5457  -1.8861  0.2034
H  -0.2031  -1.9572  0.8687
H  0.8063  -0.5282  1.0781

Forces on the atoms, in the same order (eV/Å):
C -3.27 -5.16 2.34
C 2.96 3.97 -2.06
C 1.91 -1.16 1.69
C 1.37 0.30 -0.97
C -1.50 -0.82 -0.79
N -1.78 -2.03 1.18
O 0.70 -1.33 0.76
H 2.00 2.71 -1.35
H -0.85 0.40 -0.85
H -0.76 0.02 -0.40
H -1.38 1.29 0.35
H -1.00 0.67 0.56
H -1.54 0.62 0.12
H 3.27 1.42 -1.09
H -0.13 -0.91 0.52

***

Formula: C4H4ClF3
Source: the Open Molecules 2025 dataset
Level of theory: ωB97M-V/def2-TZVPD

For the molar mass, the calculation gives 144.5 g/mol. The relative energy (zero: lowest compared OMol25 entry of this formula, charge and spin) is 1.1 kcal per mole. The total energy comes out at -24887.194 eV. The largest force on an atom is 2.27 eV Å⁻¹. Its SMILES is C=C(F)CC(F)(F)Cl.

Cartesian coordinates (Å):
C  1.2735  2.0317  -0.2158
C  0.0272  1.7162  -0.5151
F  -0.8066  2.6280  -1.0618
C  -0.6602  0.4330  -0.3997
C  0.1202  -0.6695  0.2843
F  0.5194  -0.3242  1.4959
F  1.2307  -1.0784  -0.4718
Cl  -0.8236  -2.1738  0.3887
H  1.5709  3.0217  -0.2520
H  1.9544  1.2617  0.1885
H  -1.5304  0.5473  0.1848
H  -1.0511  0.0277  -1.3129

Forces on the atoms, in the same order (eV/Å):
C -0.45 -2.12 0.67
C 0.87 0.43 -0.53
F -0.05 0.23 0.17
C 0.48 -1.39 0.26
C 0.61 -1.20 -1.56
F 0.41 0.06 0.37
F -0.73 1.06 0.92
Cl -0.36 0.14 0.22
H 0.72 1.73 -0.31
H -0.53 0.68 -0.32
H -1.14 0.38 0.95
H 0.16 0.00 -0.85

***

Formula: C6H14N2O
Source: the Open Molecules 2025 dataset
Level of theory: ωB97M-V/def2-TZVPD

For the molar mass, the calculation gives 130.2 g/mol. The relative energy (zero: lowest compared OMol25 entry of this formula, charge and spin) is 43.0 kcal per mole. The total energy comes out at -11475.905 eV. The largest force on an atom is 0.51 eV Å⁻¹. Its SMILES is C=NC(=C)C[C@H](C)N.O.

Cartesian coordinates (Å):
C  -0.9974  1.7176  1.8406
N  -0.1602  1.7056  0.9012
C  0.8674  0.7312  0.9245
C  1.6860  0.6106  1.9617
C  0.9918  -0.1054  -0.3259
C  0.0857  -1.3327  -0.3134
C  0.3790  -2.2259  -1.5175
N  -1.3082  -0.8929  -0.2531
H  -1.7676  2.4837  1.8324
H  -1.0140  1.0045  2.6616
H  1.5876  1.2205  2.8461
H  2.5263  -0.0713  1.9898
H  2.0281  -0.4243  -0.4364
H  0.7437  0.5036  -1.1924
H  0.2858  -1.8922  0.6083
H  1.4202  -2.5372  -1.5456
H  -0.2415  -3.1271  -1.4876
H  0.1667  -1.6869  -2.4413
H  -1.4882  -0.1981  -0.9711
H  -1.9399  -1.6762  -0.3749
O  -1.5772  1.8204  -1.6355
H  -1.1307  1.9874  -0.7885
H  -1.1431  2.3854  -2.2831

Forces on the atoms, in the same order (eV/Å):
C -0.35 0.35 0.12
N 0.15 -0.19 -0.07
C 0.09 -0.18 -0.24
C 0.26 0.01 0.38
C 0.14 0.10 0.30
C -0.25 -0.15 -0.07
C -0.09 -0.04 0.09
N 0.10 -0.06 0.21
H -0.05 0.01 0.01
H 0.16 -0.17 0.01
H -0.16 0.22 0.03
H -0.11 -0.11 -0.30
H 0.02 -0.04 0.03
H -0.04 0.10 -0.16
H 0.07 0.00 -0.07
H 0.18 -0.08 0.03
H 0.03 0.11 -0.04
H -0.06 0.01 -0.07
H -0.15 -0.11 -0.09
H 0.03 0.11 -0.06
O -0.11 0.03 -0.21
H 0.17 0.11 0.02
H -0.03 -0.03 0.12

***

Formula: C55H53BrNNbO13P
Source: the Open Molecules 2025 dataset
Level of theory: ωB97M-V/def2-TZVPD

For the molar mass, the calculation gives 1139.8 g/mol. As for the total charge: -1. The total energy comes out at -166877.773 eV. The largest force on an atom is 8.54 eV Å⁻¹.

Cartesian coordinates (Å):
C  -0.2160  1.9608  3.9420
C  0.8925  2.5530  5.0098
C  2.4456  2.4933  4.5407
Nb  3.3729  4.3259  3.5876
N  4.1972  6.0471  2.5273
C  2.0865  3.9346  1.7564
C  2.3257  2.5688  0.9154
O  1.5502  1.3890  1.3322
C  2.3096  0.1509  1.0300
C  3.6493  -0.3775  1.8136
O  1.8334  -0.6230  0.0128
C  5.1486  3.1735  2.6703
C  5.6905  4.0109  1.3248
O  4.9965  4.2074  0.2115
Br  7.5807  4.7718  1.3371
C  4.7031  4.8263  5.3697
C  5.0161  3.6642  6.4502
C  5.7449  2.3027  5.9244
O  5.9865  4.2625  7.4327
C  1.7927  5.7767  4.4286
P  2.2123  7.6097  4.4198
O  1.0907  8.3282  5.3363
O  2.0076  8.4109  2.8473
O  3.7217  8.0914  5.1320
H  0.0614  0.8599  3.5729
H  -1.2868  1.8807  4.4619
H  -0.3580  2.5951  2.9723
H  0.4803  3.5762  5.3819
H  0.7868  1.8278  5.9560
H  3.0346  2.0266  5.4595
H  2.5151  1.6325  3.7146
H  3.4985  6.4953  1.9072
H  4.6901  6.7034  3.1627
H  2.2616  4.8358  0.9897
H  0.9540  4.0835  2.1059
H  1.9360  2.7934  -0.1939
H  3.4250  2.2099  0.7716
H  3.4572  -1.5136  2.1222
H  4.6070  -0.4184  1.1070
H  3.8706  0.1755  2.8342
H  6.1084  3.1550  3.3532
H  4.8550  2.0667  2.4192
H  5.6589  5.3962  4.9358
H  4.1211  5.6739  5.9801
H  4.0852  3.3615  7.1361
H  6.8034  2.5650  5.4468
H  5.1493  1.7508  5.0480
H  5.8026  1.4974  6.7786
H  5.9591  3.7542  8.2965
H  0.7921  5.6161  3.8137
H  1.5977  5.4344  5.5518
H  1.3144  9.1439  2.9516
H  3.7338  7.8989  6.1302
C  0.3880  -1.7235  -3.1972
C  -0.1646  -2.5433  -4.1809
C  -1.5341  -2.8127  -4.1770
C  -2.3524  -2.2703  -3.1787
C  -1.7959  -1.4709  -2.1811
C  -0.4240  -1.1872  -2.1969
C  -2.6411  -0.9341  -1.0950
O  -2.1536  -0.2288  -0.2203
C  -4.0795  -1.2666  -1.0735
C  -4.8811  -0.8123  -0.0180
C  -6.2452  -1.1110  0.0031
C  -6.8130  -1.8541  -1.0315
C  -6.0157  -2.3127  -2.0812
C  -4.6442  -2.0264  -2.0968
C  -3.8028  -2.5462  -3.1928
O  -4.3003  -3.2033  -4.1000
H  1.4538  -1.5060  -3.2054
H  0.4705  -2.9716  -4.9531
H  -1.9594  -3.4493  -4.9511
H  0.0153  -0.5527  -1.4291
H  -4.4462  -0.2289  0.7919
H  -6.8647  -0.7617  0.8262
H  -7.8769  -2.0808  -1.0190
H  -6.4651  -2.8964  -2.8829
C  -4.3176  -0.5487  -5.6563
C  -4.2555  -1.4056  -6.7548
C  -5.1730  -1.2709  -7.7981
C  -6.1638  -0.2835  -7.7372
C  -6.2410  0.5571  -6.6275
C  -5.3083  0.4319  -5.5896
C  -7.3123  1.5694  -6.5297
O  -7.3786  2.3106  -5.5568
C  -8.3069  1.6696  -7.6163
C  -9.3616  2.5855  -7.5095
C  -10.2991  2.6961  -8.5387
C  -10.1811  1.9012  -9.6785
C  -9.1346  0.9840  -9.7851
C  -8.2013  0.8613  -8.7472
C  -7.1188  -0.1368  -8.8537
O  -7.0171  -0.8390  -9.8530
H  -3.5969  -0.6477  -4.8474
H  -3.4912  -2.1781  -6.8008
H  -5.1153  -1.9401  -8.6551
H  -5.3540  1.0935  -4.7264
H  -9.4591  3.2121  -6.6243
H  -11.1202  3.4042  -8.4514
H  -10.9070  1.9922  -10.4836
H  -9.0517  0.3634  -10.6758
C  4.1559  -9.9457  3.7224
C  5.4160  -9.3516  3.6582
C  5.5779  -8.1259  3.0103
C  4.4780  -7.4977  2.4137
C  3.2230  -8.1037  2.4567
C  3.0591  -9.3252  3.1227
C  2.0658  -7.4743  1.7882
O  0.9622  -8.0043  1.8285
C  2.2595  -6.2026  1.0635
C  1.1840  -5.6245  0.3764
C  1.3553  -4.4150  -0.3004
C  2.5949  -3.7762  -0.2854
C  3.6694  -4.3527  0.3935
C  3.5035  -5.5734  1.0611
C  4.6552  -6.1928  1.7461
O  5.7462  -5.6343  1.7559
H  4.0279  -10.8965  4.2353
H  6.2733  -9.8414  4.1147
H  6.5636  -7.6655  2.9686
H  2.0796  -9.7976  3.1721
H  0.2121  -6.1151  0.3624
H  0.5202  -3.9705  -0.8376
H  2.7267  -2.8304  -0.8064
H  4.6355  -3.8506  0.3968

Forces on the atoms, in the same order (eV/Å):
C -0.40 -0.61 -0.08
C -1.36 -1.49 0.68
C -0.78 -1.83 0.47
Nb 0.75 1.53 -0.97
N -1.44 -0.78 1.57
C -0.86 0.17 -1.12
C -0.01 1.07 -2.48
O 2.73 -3.01 -0.29
C -2.89 -2.46 -4.87
C -0.13 -0.64 0.61
O 2.95 4.75 6.45
C 3.05 0.12 -1.31
C -5.11 -0.57 -4.70
O 4.58 -1.38 6.94
Br -1.24 -0.49 0.26
C 0.30 0.68 1.55
C 0.76 -0.17 0.91
C -0.36 -0.40 -1.23
O -0.77 -1.05 0.64
C -0.58 -0.38 0.25
P -5.00 3.97 3.55
O 3.66 -2.15 -2.90
O 0.37 -0.94 2.38
O -1.63 -1.47 -0.45
H -0.46 2.44 0.89
H 2.32 0.25 -0.99
H 0.42 -1.08 1.87
H 1.05 -1.61 -0.77
H 0.16 1.59 -1.91
H -1.01 1.16 -1.84
H -0.23 1.73 1.56
H 1.03 0.06 0.43
H -0.46 -0.20 -0.93
H -0.28 -2.03 1.47
H 2.22 -0.73 -0.93
H 0.93 -0.61 2.21
H -1.74 1.18 0.56
H 0.10 2.48 -0.88
H -2.29 0.46 1.44
H -0.49 -0.85 -2.38
H -1.99 -0.11 -1.26
H 0.72 2.11 0.01
H -1.61 -1.55 1.18
H 1.25 -1.80 -1.17
H 1.58 0.72 -2.03
H -2.18 -0.57 1.40
H 1.12 1.37 1.90
H 0.21 1.76 -1.48
H -0.08 0.70 -1.69
H 1.97 0.74 1.31
H 0.29 1.28 -2.23
H 1.42 -1.69 0.56
H -0.53 0.30 -2.24
C -0.29 0.03 0.17
C -0.36 0.00 0.09
C 0.32 0.05 -0.06
C 0.49 -0.13 -0.21
C 0.60 -0.09 -0.34
C 0.13 0.02 -0.10
C 0.77 0.99 1.20
O -0.43 -0.54 -0.66
C -0.66 0.01 0.31
C -0.34 -0.06 0.03
C 0.40 0.03 -0.12
C 0.30 -0.08 -0.24
C -0.21 0.10 0.24
C -0.57 0.06 0.24
C -0.52 -0.91 -0.90
O 0.25 0.28 0.50
H -0.20 0.00 0.06
H -0.13 0.07 0.12
H -0.06 0.16 0.26
H -0.17 -0.17 -0.05
H 0.07 -0.14 -0.30
H 0.14 -0.05 -0.15
H 0.20 0.03 -0.02
H 0.28 0.13 0.12
C -0.33 0.32 -0.14
C -0.27 0.15 -0.26
C 0.28 -0.05 0.27
C 0.41 -0.26 0.24
C 0.45 -0.25 0.23
C 0.25 -0.25 -0.01
C 0.07 0.80 1.23
O -0.02 -0.41 -0.59
C -0.60 0.27 -0.29
C -0.25 0.04 -0.26
C 0.33 -0.11 0.23
C 0.31 -0.21 0.08
C -0.26 0.21 0.04
C -0.56 0.31 -0.26
C 0.25 -0.92 -1.12
O -0.12 0.43 0.55
H -0.14 0.12 -0.25
H -0.17 0.14 0.04
H -0.14 0.27 0.14
H -0.13 -0.09 -0.27
H 0.20 -0.23 -0.16
H 0.17 -0.12 0.00
H 0.15 -0.03 0.14
H 0.13 0.07 0.31
C -0.21 0.24 -0.19
C -0.08 0.33 -0.19
C -0.01 -0.31 0.17
C 0.22 -0.56 0.33
C 0.29 -0.50 0.37
C 0.27 -0.14 0.13
C -1.32 -0.46 -0.05
O 0.62 0.22 0.01
C -0.25 0.38 -0.34
C 0.03 0.32 -0.18
C 0.05 -0.37 0.24
C 0.27 -0.17 0.07
C -0.27 0.07 -0.15
C -0.17 0.47 -0.30
C 1.26 0.81 -0.08
O -0.63 -0.39 0.02
H 0.00 0.18 -0.10
H -0.15 0.11 -0.08
H -0.33 0.04 -0.07
H 0.17 0.26 -0.12
H 0.31 0.00 0.13
H 0.15 -0.05 0.11
H -0.07 -0.15 0.20
H -0.17 -0.26 0.08